# C6H16NO

A 2-piece molecular cluster, C6H16NO overall in a non-equilibrium geometry (ωB97M-V/def2-TZVPD, the OMol25 dataset).

## Properties
- charge = +1
- Kohn-Sham gap (eV) = 5.234
- highest occupied orbital energy (Ha) = -0.4689
- DFT total energy (eV) = -10008.41198
- relative energy (zero: lowest compared OMol25 entry of this formula, charge and spin) (eV) = 4.900
- lowest unoccupied orbital energy (eV) = -7.53

Geometry (Å):
C: 1.391 -1.244 -1.392
O: 2.495 -1.129 -0.540
C: 0.130 -1.261 -0.521
C: -0.153 -0.171 0.390
C: -1.089 0.979 -0.163
C: -2.576 0.533 -0.441
C: -3.399 0.019 0.748
N: 4.056 1.091 1.177
H: 1.503 -0.324 -2.070
H: 1.461 -2.062 -2.131
H: 2.232 -1.718 0.106
H: -0.398 -2.213 -0.474
H: -0.720 -0.558 1.277
H: 0.794 0.267 0.758
H: -0.918 1.768 0.597
H: -0.665 1.316 -1.128
H: -2.520 -0.372 -1.130
H: -3.163 1.279 -0.761
H: -2.892 -0.815 1.239
H: -4.272 -0.373 0.154
H: -3.634 0.872 1.405
H: 3.328 1.746 1.266
H: 4.123 0.715 0.245
H: 4.887 1.654 1.388

=====

# C4H11N3O2

A 2-piece molecular cluster, C4H11N3O2 overall in a non-equilibrium geometry (ωB97M-V/def2-TZVPD, the OMol25 dataset).

## Properties
- Kohn-Sham gap (eV) = 9.482
- highest occupied orbital energy (Ha) = -0.3281
- DFT total energy (eV) = -12891.91217
- relative energy (zero: lowest compared OMol25 entry of this formula, charge and spin) (eV) = 0.918
- lowest unoccupied orbital energy (eV) = 0.55

Geometry (Å):
H: 1.126 1.656 1.256
N: 0.351 1.114 0.897
C: -0.044 1.416 -0.321
N: -1.137 0.741 -0.724
N: 0.578 2.460 -0.974
C: 0.205 2.592 -2.387
H: -1.367 0.733 -1.704
H: -1.430 -0.025 -0.143
H: 1.491 2.686 -0.635
H: 0.985 3.231 -2.860
H: -0.620 3.308 -2.486
H: 0.208 1.661 -2.950
C: -0.232 -3.609 1.398
C: 0.347 -2.375 2.008
O: 1.258 -2.247 2.782
O: -0.382 -1.326 1.560
H: -1.054 -4.024 1.988
H: 0.498 -4.404 1.209
H: -0.651 -3.242 0.465
H: -0.131 -0.348 1.624

=====

# C10H16O

A 2-piece molecular cluster, C10H16O overall in a non-equilibrium geometry (ωB97M-V/def2-TZVPD, the OMol25 dataset).

## Properties
- Kohn-Sham gap (eV) = 9.314
- highest occupied orbital energy (Ha) = -0.3112
- DFT total energy (eV) = -12675.58634
- relative energy (zero: lowest compared OMol25 entry of this formula, charge and spin) (eV) = 2.139
- lowest unoccupied orbital energy (eV) = 0.85

Geometry (Å):
C: 1.658 -2.984 -0.580
C: 1.257 -1.726 -1.380
C: 1.985 -0.544 -1.104
C: 1.489 0.666 -1.512
C: 0.282 0.667 -2.250
O: -0.227 1.869 -2.668
C: -0.429 -0.419 -2.416
C: 0.037 -1.714 -2.013
H: 0.933 -3.779 -0.747
H: 1.709 -2.719 0.431
H: 2.668 -3.341 -0.828
H: 2.894 -0.672 -0.580
H: 2.075 1.567 -1.291
H: 0.501 2.540 -2.489
H: -1.385 -0.475 -2.996
H: -0.438 -2.629 -2.169
C: -2.062 0.311 2.810
C: -1.033 0.824 1.838
C: -0.939 2.313 1.912
H: -2.352 -0.697 2.688
H: -2.950 0.943 2.645
H: -1.793 0.435 3.799
H: -0.112 0.416 2.189
H: -1.267 0.592 0.777
H: -1.606 2.909 2.419
H: -0.019 2.657 2.478
H: -0.879 2.989 1.039

=====

# C21H36F15KO15PS5

C21H36F15KO15PS5 as an isolated structure in a non-equilibrium geometry (ωB97M-V/def2-TZVPD, the OMol25 dataset).

## Properties
- charge = -4
- Kohn-Sham gap (spin up / spin down) (eV) = 2.647 / 5.995
- spin multiplicity = 2
- highest occupied orbital energy (spin up / spin down) (Ha) = 0.1392 / 0.0158
- DFT total energy (eV) = -173623.81897
- lowest unoccupied orbital energy (spin up / spin down) (eV) = 6.44 / 6.43

Geometry (Å):
K: 2.488 1.099 2.510
C: -3.423 -2.845 -5.986
C: -3.638 -2.419 -4.546
C: -3.944 -0.899 -4.484
C: -3.936 -0.413 -2.939
P: -2.488 -0.630 -1.831
C: -0.972 0.047 -2.559
C: -0.988 1.518 -2.688
C: 0.261 2.090 -3.393
C: -0.085 3.361 -4.176
C: -2.895 0.305 -0.260
C: -1.949 -0.048 0.864
C: -2.314 0.617 2.189
C: -1.223 0.572 3.217
C: -2.272 -2.373 -1.373
C: -3.389 -3.007 -0.442
C: -4.320 -4.050 -1.126
C: -3.449 -5.225 -1.628
H: -3.330 -3.922 -6.120
H: -2.544 -2.332 -6.377
H: -4.228 -2.482 -6.626
H: -2.700 -2.710 -4.075
H: -4.473 -2.851 -3.995
H: -4.862 -0.619 -5.003
H: -3.199 -0.376 -5.083
H: -4.776 -0.907 -2.450
H: -4.178 0.646 -3.033
H: -0.847 -0.330 -3.574
H: -0.134 -0.262 -1.935
H: -1.245 2.036 -1.764
H: -1.805 1.855 -3.325
H: 0.631 1.392 -4.145
H: 1.101 2.204 -2.707
H: -0.452 3.090 -5.166
H: 0.820 3.933 -4.380
H: -0.726 4.063 -3.643
H: -3.886 0.029 0.100
H: -2.904 1.348 -0.578
H: -0.988 0.367 0.563
H: -1.658 -1.081 1.049
H: -3.266 0.223 2.546
H: -2.535 1.667 1.999
H: -1.573 0.878 4.203
H: -0.376 1.214 2.972
H: -0.844 -0.445 3.311
H: -1.375 -2.378 -0.755
H: -2.067 -2.986 -2.251
H: -4.002 -2.252 0.050
H: -2.866 -3.419 0.421
H: -4.969 -3.575 -1.862
H: -4.989 -4.423 -0.350
H: -2.678 -5.039 -2.376
H: -4.111 -5.981 -2.051
H: -2.931 -5.739 -0.817
C: -0.311 4.782 0.366
F: -0.303 5.563 -0.705
F: -0.893 5.538 1.280
F: -1.060 3.768 0.107
S: 1.476 4.242 0.915
O: 1.272 3.700 2.295
O: 1.898 3.229 -0.038
O: 2.376 5.416 0.785
C: 1.748 0.967 7.728
F: 3.052 1.250 7.420
F: 1.594 -0.437 7.821
F: 1.523 1.523 8.936
S: 0.641 1.610 6.260
O: 1.164 0.988 5.006
O: -0.716 1.088 6.621
O: 0.686 3.125 6.216
C: 0.528 -3.515 1.751
F: -0.156 -2.890 2.753
F: 1.314 -4.473 2.324
F: -0.329 -4.047 0.842
S: 1.682 -2.239 0.788
O: 0.754 -1.540 -0.098
O: 2.288 -1.377 1.825
O: 2.648 -3.035 0.023
C: 5.632 -1.095 1.842
F: 5.348 -1.732 0.693
F: 5.018 0.071 1.822
F: 5.345 -1.802 2.918
S: 7.585 -0.962 1.809
O: 7.982 -0.091 2.954
O: 8.136 -2.315 1.935
O: 7.972 -0.395 0.513
C: 6.016 3.108 0.323
F: 6.461 1.871 0.237
F: 6.941 3.937 -0.151
F: 4.909 3.221 -0.436
S: 5.843 3.527 2.237
O: 4.725 2.756 2.859
O: 7.116 3.197 2.851
O: 5.598 4.928 2.249